Entry from OMol25: 2 unconnected molecules or ions with the total composition CH2FNO2 in a non-equilibrium geometry (wB97M-V/def2-TZVPD).

Last column: Löwdin charge in e.
CARTESIAN COORDINATES (ANGSTROEM)
C 1.387 -0.678 0.326  -0.05
N -1.965 1.260 -0.270  -0.18
O -0.849 0.971 0.080  0.07
O -2.870 0.658 -0.744  0.11
F 1.377 -0.966 -0.965  -0.04
H 1.957 0.181 0.606  0.05
H 0.963 -1.427 0.966  0.05

Computed properties:
charge = 0
E_tot = -344.195708 Ha
F_max = 1.17 eV Å⁻¹